*w*
14
Properties=species:S:1:pos:R:3 method="wB97M-V/def2-TZVPD" e_homo_ev=-9.1 orbital_gap_ev=9.475
C -0.916 0.045 0.199
C 0.315 -0.962 0.230
C 0.644 -1.724 -0.900
H 1.875 1.192 1.178
H 0.842 1.902 -0.642
H -1.170 2.127 0.552
H -2.583 0.650 -0.663
H 0.083 -1.442 1.373
H 0.067 -1.691 -1.861
H 1.446 -2.400 -0.320
N 0.799 1.719 0.672
N -0.709 1.211 1.015
N -1.880 -0.135 -0.754
O 1.465 -0.507 -0.415

---

*x*
14
Properties=species:S:1:pos:R:3 method="wB97M-V/def2-TZVPD" smiles="[H]/N=C(/C)NC(N)=O" e_homo_ev=-9.2 orbital_gap_ev=9.728
H 1.855 -0.470 -0.273
N 1.469 0.356 0.181
C 0.200 0.660 0.014
C -0.238 2.077 0.259
N -0.708 -0.156 -0.685
C -0.618 -1.294 0.125
N 0.633 -1.946 0.000
O -1.594 -1.892 0.568
H 0.019 2.373 1.279
H 0.259 2.758 -0.438
H -1.318 2.193 0.138
H -1.669 0.168 -0.695
H 0.671 -2.849 0.460
H 1.040 -1.977 -0.934

---

*x* (7.578 eV below the next structure)

---

*w*
14
Properties=species:S:1:pos:R:3 method="wB97M-V/def2-TZVPD" smiles=C[C@]1(O)[C@@H]2N(N)N21 e_homo_ev=-9.1 orbital_gap_ev=10.087
C -0.940 1.159 1.164
C 0.363 0.567 0.698
O 1.427 1.013 1.452
C 0.609 0.198 -0.706
N -0.536 -0.810 -0.745
N -0.437 -1.906 -1.570
N 0.474 -0.862 0.300
H -0.921 2.234 0.998
H -1.055 0.971 2.228
H -1.764 0.717 0.615
H 2.189 0.441 1.296
H 1.300 0.285 -1.522
H 0.482 -2.090 -1.968
H -1.192 -1.918 -2.239

---

*x*
14
Properties=species:S:1:pos:R:3 method="wB97M-V/def2-TZVPD" smiles="C=C(NC)NN=O" e_homo_ev="-7.4 / -7.4" orbital_gap_ev="7.235 / 7.230"
C 0.336 0.262 -1.694
C -0.387 -0.143 -0.636
N -0.118 0.376 0.724
C 1.195 0.754 1.211
N -1.575 -0.839 -0.738
N -1.572 -1.766 0.279
O -1.086 -1.352 1.418
H 0.061 -0.030 -2.702
H 1.209 0.895 -1.592
H -0.889 0.507 1.375
H 1.612 1.562 0.605
H 1.864 -0.108 1.158
H 1.126 1.107 2.242
H -1.778 -1.225 -1.652

---

*y*
14
Properties=species:S:1:pos:R:3 method="wB97M-V/def2-TZVPD" e_homo_ev=-9.1 orbital_gap_ev=8.361
C -1.639 -0.433 -0.057
C -0.350 -1.351 -0.437
C 0.726 -0.795 0.660
H 0.375 1.291 -0.583
H -0.522 2.466 -0.215
H -2.477 -0.933 0.336
H -0.460 -2.339 -0.400
H -0.150 -1.187 -1.560
H 0.274 -1.122 1.744
H 2.291 1.663 0.084
N -0.350 1.582 0.107
N -1.552 0.917 0.218
N 1.752 -0.107 0.732
O 2.081 0.347 -0.629

---

*z*
14
Properties=species:S:1:pos:R:3 method="wB97M-V/def2-TZVPD" smiles="[H]/N=C/N=N/[H].CC=O" e_homo_ev="-9.4 / -9.4" orbital_gap_ev="8.441 / 8.440"
H -1.980 2.850 0.836
N -1.720 1.908 1.115
C -1.550 1.133 0.134
N -1.454 -0.228 0.171
N -0.670 -0.954 0.821
H -0.961 -1.940 0.780
H -1.698 1.400 -0.927
C 1.927 -0.361 -0.009
C 0.846 -0.902 -0.899
O 0.907 -1.918 -1.544
H 2.645 0.189 -0.619
H 2.450 -1.187 0.470
H 1.519 0.283 0.769
H -0.260 -0.273 -1.098

---

*w* (0.255 eV below the next structure)